Record 1
Density functional theory data (ωB97M-V/def2-TZVPD) for a 2-piece molecular cluster, C5H10N2O overall.

As for the total charge: +1. Its maximum force is 6.2 eV/A. As for the molecular weight: 114.148 Da. As for the multiplicity: 2. The value obtained for the energy above the lowest of the compared OMol25 structures with the same formula, charge and spin is 47.8 kcal/mol. Its expectation value of S² is 0.76. The LUMO energy (spin up / spin down) is -0.1504 / -0.3055 hartree.

Structure (XYZ):
```
18
Properties=species:S:1:pos:R:3:mulliken_spin:R:1
C 0.01924 -2.66090 1.14149 0.04
C -0.27524 -1.15440 1.45590 0.04
C 0.59593 -0.26399 0.55209 0.31
C 0.15481 0.17901 -0.68183 0.41
N 1.24059 0.83902 -1.37036 -0.08
C 2.13467 1.01873 -0.50098 0.24
N 1.86730 0.36119 0.73418 0.00
H -0.58073 -2.89818 0.18634 0.00
H -0.18990 -3.28727 2.01827 0.01
H 1.04639 -2.93044 0.95612 -0.01
H -1.36236 -0.85714 1.16179 0.01
H -0.09540 -0.86675 2.44774 0.00
H -0.87152 0.24089 -1.01246 0.02
H 3.02224 1.71395 -0.55256 0.01
H 2.57337 -0.10350 1.31016 0.00
H -2.44374 3.54707 -2.24019 0.00
H -3.62593 3.18533 -3.11231 0.00
O -3.20971 3.93738 -2.49339 0.00
```

Record 2
Density functional theory data (ωB97M-V/def2-TZVPD) for a 2-piece molecular cluster, C5H10N2O2 overall.

Its maximum force is 3.3 eV/A. As for the molecular weight: 130.147 Da. The value obtained for the energy above the lowest of the compared OMol25 structures with the same formula, charge and spin is 42.8 kcal/mol. The LUMO energy is 0.0199 hartree.

Structure (XYZ):
```
19
Properties=species:S:1:pos:R:3:nbo_charge:R:1
C 0.13001 -1.27788 1.48076 -0.73
C -1.04228 -1.79139 -0.74708 -0.73
C 0.17673 -1.29862 -0.02220 0.63
O 1.26313 -1.14701 -0.62428 -0.58
H 0.87752 -0.57866 1.86272 0.25
H 0.35804 -2.28014 1.85239 0.25
H -0.85734 -0.96744 1.82838 0.23
H -1.06647 -2.88340 -0.70625 0.25
H -1.94625 -1.39277 -0.28160 0.23
H -1.00760 -1.47114 -1.79084 0.24
C 0.01547 1.57289 -0.45176 0.33
N -0.59162 1.91911 0.72119 -0.82
C 1.59220 1.27655 -0.39820 0.40
N -0.64719 1.57032 -1.55762 -0.70
O 2.22003 1.70409 0.55593 -0.53
H -1.45278 2.43624 0.58978 0.40
H 0.04133 2.29425 1.42197 0.40
H -0.06263 1.26361 -2.34104 0.34
H 1.99969 1.05140 -1.39228 0.15
```

Record 3
Density functional theory data (ωB97M-V/def2-TZVPD) for one molecule with the formula C5H10N2O2.

Its maximum force is 8.6 eV/A. As for the molecular weight: 130.147 Da. The value obtained for the energy above the lowest of the compared OMol25 structures with the same formula, charge and spin is 166.3 kcal/mol. The LUMO energy is 0.0211 hartree.

Structure (XYZ):
```
19
Properties=species:S:1:pos:R:3:nbo_charge:R:1
C 2.34553 -0.35146 -0.65551 -0.30
C 0.04929 -0.36392 0.17020 0.11
C 0.65786 -0.44322 1.59050 -0.68
C -1.02907 -1.47384 -0.02130 0.41
C -0.36430 1.22630 -0.02533 0.44
H 2.32172 0.80348 -1.04154 0.17
H 2.57580 -0.17283 0.62606 0.20
H 3.22116 -0.95386 -1.39486 0.23
H 0.09888 0.20145 2.39820 0.30
H 0.68449 -1.51406 1.74757 0.21
H 1.57029 0.19474 1.79768 0.24
H -0.83763 -2.62722 0.18426 0.15
H -1.62786 1.93240 -1.62286 0.41
H -0.66762 0.65279 -1.85059 0.40
H -0.78794 2.66085 1.21653 0.33
N -0.59676 1.57127 -1.25250 -0.82
N -0.31579 1.64505 1.17762 -0.70
O 0.98773 -0.69206 -0.74871 -0.58
O -2.25263 -1.21483 -0.23724 -0.53
```

Record 4
Density functional theory data (ωB97M-V/def2-TZVPD) for one molecule with the formula C5H10N2O2.

Its maximum force is 4.9 eV/A. As for the molecular weight: 130.147 Da. The value obtained for the energy above the lowest of the compared OMol25 structures with the same formula, charge and spin is 126.0 kcal/mol. The LUMO energy is -0.0041 hartree.

Structure (XYZ):
```
19
Properties=species:S:1:pos:R:3:nbo_charge:R:1
C 0.48095 -0.93436 -0.26482 0.34
C -0.00387 -2.37576 -0.02933 -0.67
C -0.19128 0.90446 1.21021 -0.63
C -0.27116 1.12090 -1.28939 -0.61
C -0.46122 0.23932 -0.15654 -0.05
N 1.68328 -0.84387 -0.47250 -0.61
N -1.90215 -0.01414 -0.25494 0.53
O -2.32682 -0.37515 -1.32035 -0.35
O -2.59938 -0.12726 0.76172 -0.38
H -0.78447 -2.23180 0.80118 0.21
H -0.49091 -3.02718 -0.77660 0.25
H 0.76466 -2.95534 0.38953 0.24
H 0.60390 1.59840 1.21409 0.23
H 0.20703 0.07287 1.87466 0.22
H -1.25401 1.10481 1.56123 0.27
H 0.73030 1.55863 -1.23986 0.21
H -0.91601 1.96341 -1.43819 0.23
H -0.34046 0.48246 -2.15716 0.24
H 2.09152 0.10706 -0.69023 0.34
```

Record 5
Density functional theory data (ωB97M-V/def2-TZVPD) for C5H10N2O2S as an isolated structure.

Its maximum force is 1.5 eV/A. As for the molecular weight: 162.214 Da. The value obtained for the energy above the lowest of the compared OMol25 structures with the same formula, charge and spin is 66.0 kcal/mol. The LUMO energy (spin up / spin down) is -0.0432 / -0.0849 hartree.

Structure (XYZ):
```
20
Properties=species:S:1:pos:R:3:nbo_charge:R:1
C -0.18156 1.38914 -0.67129 0.65
C -0.33905 -0.19529 1.24646 -0.57
C 0.63620 0.46513 0.30516 -0.18
C 1.33232 -0.57704 -0.57356 -0.61
C 1.65714 1.34530 1.02776 -0.60
N -1.51371 1.13877 -0.67525 -0.79
N -1.87793 -2.43244 -1.49267 -0.67
O 0.36809 2.23881 -1.32229 -0.55
O -3.12394 -0.07600 0.87480 -0.84
S -1.86656 -0.11936 0.18472 1.70
H -0.12867 -1.23555 1.47051 0.25
H -0.56350 0.37058 2.14901 0.25
H 0.60595 -1.24869 -1.02822 0.22
H 2.03022 -1.16410 0.02014 0.21
H 1.89064 -0.07781 -1.36233 0.23
H 2.16288 1.96879 0.29474 0.25
H 2.39265 0.73501 1.54341 0.21
H 1.17204 1.99677 1.75070 0.21
H -1.78136 -1.90488 -2.35603 0.31
H -2.87184 -2.61713 -1.38578 0.31
```

Record 6
Density functional theory data (ωB97M-V/def2-TZVPD) for one molecule with the formula C5H10N2O3.

Its maximum force is 3.2 eV/A. As for the molecular weight: 146.146 Da. The value obtained for the energy above the lowest of the compared OMol25 structures with the same formula, charge and spin is 57.9 kcal/mol. The LUMO energy is 0.0239 hartree.

Structure (XYZ):
```
20
Properties=species:S:1:pos:R:3:nbo_charge:R:1
C 1.46266 0.26568 -0.61397 0.61
C 0.00075 -1.62223 -0.48865 0.76
C 2.56781 0.68082 0.36431 -0.73
C -2.43659 0.32003 -0.20791 -0.41
C 0.08319 -0.19937 0.09483 0.06
N 0.13041 -0.15753 1.57181 -0.82
N -1.01580 0.57145 -0.55312 -0.68
O -0.16255 -1.82476 -1.79552 -0.66
O 1.59284 0.36092 -1.79902 -0.52
O 0.32275 -2.48651 0.25289 -0.58
H 2.40217 1.76511 0.54225 0.25
H 2.31824 0.03204 1.24969 0.25
H 3.51021 0.35944 -0.16202 0.24
H -2.60694 -0.68499 -0.49183 0.20
H -2.60104 0.67465 0.78239 0.18
H -3.02000 0.91926 -0.84968 0.21
H 0.25366 -1.07375 1.92999 0.39
H -0.78528 0.00785 1.80036 0.36
H -0.67999 1.49473 -0.92420 0.39
H -0.76718 -1.22993 -2.20998 0.51
```

Record 7
Density functional theory data (ωB97M-V/def2-TZVPD) for C5H10N2S as an isolated structure.

Its maximum force is 7.6 eV/A. As for the molecular weight: 130.216 Da. The value obtained for the energy above the lowest of the compared OMol25 structures with the same formula, charge and spin is 91.3 kcal/mol. The LUMO energy is 0.0277 hartree.

Structure (XYZ):
```
18
Properties=species:S:1:pos:R:3:nbo_charge:R:1
C 0.79910 -0.04731 -1.17470 -0.45
C -1.35078 0.87624 -1.10239 0.29
C -0.39622 -0.15019 0.95295 -0.09
C 0.64945 0.54378 1.69607 -0.53
C 0.13504 -1.56348 1.10517 -0.50
H 1.64788 -0.29212 -0.59514 0.21
H 0.78064 0.82600 -1.87882 0.22
H 0.73454 -0.95471 -1.95171 0.19
H -2.29285 0.80354 -0.56102 0.15
H -0.69056 1.07396 -2.88896 0.32
H -1.43914 0.29952 1.23362 0.24
H 0.36255 1.19920 2.51207 0.23
H 1.47413 1.05030 0.95343 0.22
H -0.42861 -2.50438 1.47190 0.24
H 0.84468 -1.73108 0.28530 0.22
N -0.42554 0.04939 -0.39474 -0.45
N -1.46561 1.51117 -2.23437 -0.68
S 1.06130 -0.98984 2.57134 0.16
```

Record 8
Density functional theory data (ωB97M-V/def2-TZVPD) for one molecule with the formula C5H10N2S.

Its maximum force is 2.9 eV/A. As for the molecular weight: 130.216 Da. The value obtained for the energy above the lowest of the compared OMol25 structures with the same formula, charge and spin is 38.8 kcal/mol. The LUMO energy is 0.0247 hartree.

Structure (XYZ):
```
18
Properties=species:S:1:pos:R:3:nbo_charge:R:1
C 1.00400 1.70250 -0.18306 -0.63
C 0.32726 0.46249 0.36115 -0.06
C -1.18107 0.57986 0.02355 -0.43
C -1.96763 -0.70801 0.33624 -0.26
C -0.02838 -1.91365 -0.33143 0.26
H 0.44324 2.61801 0.07158 0.22
H 1.04435 1.73136 -1.27421 0.22
H 2.05428 1.74750 0.19867 0.22
H 0.39624 0.40273 1.45689 0.19
H -1.47012 1.50465 0.63261 0.22
H -1.22063 1.03946 -1.10079 0.21
H -2.18153 -0.83066 1.39484 0.21
H -2.97004 -0.71475 -0.25670 0.21
H 0.58320 -2.85441 -0.41771 0.19
H 3.11442 -0.96770 -0.87878 0.12
N -1.29138 -1.95238 -0.05184 -0.45
N 0.85475 -0.77042 -0.28711 -0.58
S 2.48904 -1.07661 0.30612 0.15
```

Record 9
Density functional theory data (ωB97M-V/def2-TZVPD) for one molecule with the formula C5H10N2S.

Its maximum force is 1.6 eV/A. As for the molecular weight: 130.216 Da. The value obtained for the energy above the lowest of the compared OMol25 structures with the same formula, charge and spin is 6.3 kcal/mol. The LUMO energy is 0.0273 hartree.

Structure (XYZ):
```
18
Properties=species:S:1:pos:R:3:nbo_charge:R:1
C 1.14175 -2.02156 -0.72023 -0.41
C 1.91307 0.07183 0.50137 -0.22
C 1.19235 1.38650 0.80668 -0.21
C -1.26973 1.89504 0.80894 -0.42
C -0.32357 -0.13818 -0.15646 0.32
H 2.16395 -2.38744 -0.45228 0.20
H 1.13186 -1.92071 -1.78919 0.20
H 0.35843 -2.75628 -0.50420 0.23
H 2.37106 -0.40028 1.39323 0.20
H 2.71360 0.17608 -0.22929 0.20
H 1.70317 2.26257 0.27447 0.20
H 1.16279 1.61824 1.90925 0.20
H -1.42232 1.79315 1.91673 0.19
H -2.16472 1.63880 0.20270 0.25
H -1.12972 2.94548 0.54439 0.20
N 0.85855 -0.78072 -0.06664 -0.42
N -0.16453 1.10850 0.36209 -0.43
S -1.72934 -0.77662 -0.79848 -0.28
```

Record 10
Density functional theory data (ωB97M-V/def2-TZVPD) for C5H10N2S as an isolated structure.

Its maximum force is 5.6 eV/A. As for the molecular weight: 130.216 Da. The value obtained for the energy above the lowest of the compared OMol25 structures with the same formula, charge and spin is 125.6 kcal/mol. The LUMO energy is 0.0054 hartree.

Structure (XYZ):
```
18
Properties=species:S:1:pos:R:3:nbo_charge:R:1
C -0.39679 0.90841 2.25346 -0.09
C -0.10417 0.37314 -0.13915 -0.08
C 0.98709 -0.08213 -1.12139 -0.43
C -0.13663 -0.08737 -2.26206 -0.42
C -1.09595 -0.28623 -1.12473 -0.41
H 0.18299 -1.99859 2.43058 0.42
H 1.77727 -0.90402 1.55143 0.36
H -0.02824 0.84290 3.39765 0.23
H -0.17929 1.58731 -0.16131 0.26
H 1.42625 -1.03021 -0.78258 0.22
H 1.92680 0.56046 -1.35447 0.20
H -0.18589 -0.96524 -2.87952 0.22
H -0.20621 0.95601 -2.67837 0.22
H -2.05639 0.38972 -1.20017 0.20
H -1.33025 -1.31026 -0.83214 0.22
N 0.51503 -1.31753 1.65849 -0.71
N -0.24929 -0.12821 1.31795 -0.29
S -0.84634 2.49186 1.92633 -0.14
```

Question: What is the molecular weight in the third record?
Answer: 130.147 Da

Question: Which value of molecular weight does entry 5 give?
Answer: 162.214 Da

Repeat the first record exactly.
Density functional theory data (ωB97M-V/def2-TZVPD) for a 2-piece molecular cluster, C5H10N2O overall.

As for the total charge: +1. Its maximum force is 6.2 eV/A. As for the molecular weight: 114.148 Da. As for the multiplicity: 2. The value obtained for the energy above the lowest of the compared OMol25 structures with the same formula, charge and spin is 47.8 kcal/mol. Its expectation value of S² is 0.76. The LUMO energy (spin up / spin down) is -0.1504 / -0.3055 hartree.

Structure (XYZ):
```
18
Properties=species:S:1:pos:R:3:mulliken_spin:R:1
C 0.01924 -2.66090 1.14149 0.04
C -0.27524 -1.15440 1.45590 0.04
C 0.59593 -0.26399 0.55209 0.31
C 0.15481 0.17901 -0.68183 0.41
N 1.24059 0.83902 -1.37036 -0.08
C 2.13467 1.01873 -0.50098 0.24
N 1.86730 0.36119 0.73418 0.00
H -0.58073 -2.89818 0.18634 0.00
H -0.18990 -3.28727 2.01827 0.01
H 1.04639 -2.93044 0.95612 -0.01
H -1.36236 -0.85714 1.16179 0.01
H -0.09540 -0.86675 2.44774 0.00
H -0.87152 0.24089 -1.01246 0.02
H 3.02224 1.71395 -0.55256 0.01
H 2.57337 -0.10350 1.31016 0.00
H -2.44374 3.54707 -2.24019 0.00
H -3.62593 3.18533 -3.11231 0.00
O -3.20971 3.93738 -2.49339 0.00
```